Entry 1:
ORCA calculation (the ωB97M-V functional and the def2-TZVPD basis) on a molecular structure, C22H42ClN2OP2Pb.

XYZ file:
```
71
C22H42ClN2OP2Pb the ωB97M-V functional and the def2-TZVPD basis
Pb 1.3854 0.9786 0.6978
P -1.0434 1.3009 2.0823
P 1.7278 0.2594 -1.9445
N -0.9780 2.1088 -1.1644
C -2.1726 2.3311 1.0422
H -3.1772 2.2690 1.4977
H -1.8420 3.3781 1.1183
C -2.2519 1.9211 -0.4364
H -2.5589 0.8652 -0.5208
H -3.0348 2.5452 -0.9136
C -0.8732 1.2711 -2.3774
H -1.5498 1.6835 -3.1528
H -1.1919 0.2429 -2.1234
C 0.5485 1.2471 -2.9580
H 0.9579 2.2672 -3.0531
H 0.5246 0.8102 -3.9707
C 1.5706 -1.4653 -2.6344
C 2.2481 -2.5209 -1.7521
H 2.0019 -3.5159 -2.1502
H 1.8977 -2.4823 -0.7138
H 3.3414 -2.4215 -1.7612
C 3.4151 0.8825 -2.3846
C 4.5422 0.0365 -1.7764
H 5.4757 0.6133 -1.8467
H 4.6976 -0.8982 -2.3333
H 4.3850 -0.2009 -0.7142
C -0.4198 2.4531 3.4060
C 0.3658 1.7161 4.4995
H 0.8784 2.4670 5.1195
H 1.1382 1.0453 4.0954
H -0.2956 1.1420 5.1643
C -2.1805 0.0831 2.9199
C -1.4189 -1.1249 3.4807
H -2.1524 -1.8970 3.7566
H -0.8562 -0.8681 4.3892
H -0.7259 -1.5707 2.7555
C 2.5030 -1.0597 1.9557
C 3.6539 1.1229 -3.8740
H 3.7755 0.1867 -4.4294
H 2.8586 1.7146 -4.3399
H 4.5941 1.6809 -3.9747
C -1.4665 3.3840 4.0182
H -0.9393 4.1494 4.6037
H -2.0731 3.8949 3.2624
H -2.1320 2.8561 4.7102
C -3.1161 0.6544 3.9892
H -3.8693 -0.1101 4.2288
H -2.5871 0.8758 4.9260
H -3.6640 1.5454 3.6609
C 1.9916 -1.6335 -4.0921
H 3.0845 -1.6567 -4.1991
H 1.6186 -2.6053 -4.4467
H 1.5731 -0.8673 -4.7550
H 0.4827 -1.6351 -2.5641
H -2.8065 -0.2635 2.0781
H 3.4175 1.8660 -1.8784
H 0.2966 3.0707 2.8312
O 2.9346 -1.9950 2.4486
H -0.9515 3.0693 -1.4857
H 2.7281 1.6903 1.6504
Cl -2.4474 -5.9580 -2.2175
C -2.2541 -4.4181 -1.5025
C -2.9912 -4.0618 -0.3642
C -2.7887 -2.7960 0.1904
C -1.8544 -1.9445 -0.4196
N -1.1828 -2.2898 -1.5087
C -1.3417 -3.4956 -2.0511
H -3.6962 -4.7719 0.0654
H -3.3250 -2.4459 1.0702
H -1.6560 -0.9516 -0.0023
H -0.7482 -3.7540 -2.9272
```

Kohn-Sham gap in eV: 6.11
Relative energy (zero: lowest compared OMol25 entry of this formula, charge and spin) in kcal per mole: 0.0
Spin multiplicity: 1
Net charge: +1



Entry 2:
ORCA calculation (the ωB97M-V functional and the def2-TZVPD basis) on 6 unconnected molecules or ions with the total composition C22H42ClO26PS5.

XYZ file:
```
97
C22H42ClO26PS5 the ωB97M-V functional and the def2-TZVPD basis
C 5.0875 -0.7582 2.5502
C 4.0880 -0.1076 1.3943
O 4.5580 -0.6270 0.1008
P 4.3512 0.5923 -1.1746
O 4.1184 -0.2727 -2.5157
C 2.7438 1.6180 -0.9451
C 1.3612 0.6925 -0.9784
C 0.1800 1.5513 -0.1696
O 0.3823 2.9023 -0.7746
C -0.5748 3.0537 -1.9191
O -0.4987 3.8769 -2.9675
O -1.7449 2.1199 -1.8370
C -1.3728 1.3112 -0.6362
C -2.5659 1.1766 0.4793
C -2.5646 2.3275 1.6465
C -1.7293 1.8736 3.0202
Cl -2.0855 4.0316 1.0502
O 5.7828 1.5386 -1.4640
C 5.9404 2.6376 -0.5009
C 7.1442 2.4381 0.5957
H 5.9624 -0.0099 2.7599
H 5.5281 -1.7938 2.2160
H 4.5030 -0.9261 3.5597
H 3.0064 -0.5239 1.6173
H 4.1238 1.0614 1.4358
H 2.7357 2.1443 0.1204
H 2.7412 2.4367 -1.8015
H 1.0890 0.5743 -2.1149
H 1.5478 -0.3672 -0.5105
H 0.4982 1.3804 0.9434
H -1.3604 0.2208 -1.1202
H -3.5923 1.3097 -0.1154
H -2.6400 0.1272 1.0016
H -3.6966 2.4292 2.0124
H -1.7289 2.8215 3.7162
H -0.6110 1.5998 2.8077
H -2.3455 0.9751 3.4923
H 6.2354 3.5995 -1.1432
H 4.9751 2.9261 0.0934
H 6.6062 2.2802 1.6494
H 7.8513 1.5499 0.3116
H 7.7634 3.4539 0.6942
O -7.2103 4.9535 0.4142
S -6.8835 6.0980 -0.4070
O -7.8848 6.9661 -0.9816
O -5.8826 5.6025 -1.5947
C -4.6591 6.3323 -1.5209
C -4.4942 6.7044 -0.0499
O -5.8086 7.0171 0.4055
H -4.7577 7.2264 -2.1450
H -3.8289 5.7230 -1.8882
H -3.8243 7.5558 0.0919
H -4.1284 5.8528 0.5334
O 2.9086 -3.2498 2.6783
S 3.8121 -3.9137 3.5915
O 4.0582 -3.4446 4.9354
O 5.2451 -4.1070 2.8385
C 5.5739 -5.4943 2.7908
C 4.2368 -6.2303 2.7812
O 3.3966 -5.4893 3.6630
H 6.1517 -5.7385 3.6881
H 6.1725 -5.7140 1.9027
H 4.3291 -7.2662 3.1161
H 3.7826 -6.2094 1.7849
O -0.2676 -1.7991 0.1433
S -0.8525 -2.9162 -0.5645
O -2.1863 -3.4039 -0.3007
O 0.1851 -4.1709 -0.4805
C 0.5480 -4.5770 -1.7991
C 0.4340 -3.3208 -2.6586
O -0.7136 -2.6337 -2.1650
H -0.1610 -5.3442 -2.1265
H 1.5598 -4.9912 -1.8055
H 0.3183 -3.5516 -3.7202
H 1.3031 -2.6689 -2.5208
O 4.4304 -6.1038 -0.4439
S 5.6229 -6.8722 -0.7245
O 6.9569 -6.3434 -0.5598
O 5.4899 -7.4863 -2.2288
C 5.5716 -8.9094 -2.1705
C 5.0382 -9.2925 -0.7927
O 5.5228 -8.2824 0.0891
H 6.6228 -9.1949 -2.2795
H 4.9878 -9.3583 -2.9786
H 5.3803 -10.2797 -0.4733
H 3.9436 -9.2624 -0.7716
O -13.7985 3.8908 -0.0161
S -13.4717 5.0353 -0.8374
O -14.4730 5.9035 -1.4120
O -12.4708 4.5398 -2.0250
C -11.2473 5.2696 -1.9513
C -11.0824 5.6418 -0.4802
O -12.3968 5.9544 -0.0248
H -11.3459 6.1637 -2.5753
H -10.4171 4.6603 -2.3185
H -10.4125 6.4932 -0.3385
H -10.7166 4.7901 0.1031
```

SMILES: CCOP(=O)(CC[C@H]1OC(=O)O[C@@H]1C[C@@H](C)Cl)OCC.O=S1(=O)OCCO1.O=S1(=O)OCCO1.O=S1(=O)OCCO1.O=S1(=O)OCCO1.O=S1(=O)OCCO1
Kohn-Sham gap in eV: 9.59
Spin multiplicity: 1
Net charge: 0



Entry 3:
ORCA calculation (the ωB97M-V functional and the def2-TZVPD basis) on a molecular structure, C22H42MoNOP3.

XYZ file:
```
70
C22H42MoNOP3 the ωB97M-V functional and the def2-TZVPD basis
Mo -0.1870 -0.0733 0.0041
P 1.4894 -1.5445 0.4882
P 0.3269 2.1325 0.7383
P 0.6551 0.4333 -2.1714
H -5.0523 -3.0564 -1.1460
C -4.5619 -3.7884 -1.7442
C -3.7103 -4.7441 -1.3880
H -3.3600 -4.9086 -0.3999
C 1.3216 -2.6421 1.9919
C 3.0743 -0.7257 0.9425
C 2.1296 -2.8088 -0.6732
C -0.8932 3.3201 0.0990
C 0.2496 2.5334 2.5464
C 1.9214 2.9846 0.3636
C 0.8295 -0.9574 -3.3284
C 2.2796 1.2251 -2.5084
C -0.5288 1.5471 -3.0139
H -4.8978 -3.7909 -2.8108
H -3.3967 -5.4718 -2.1498
H 0.4125 -3.2481 1.8906
H 1.2623 -2.0288 2.9054
H 2.2051 -3.3051 2.0276
H 2.9171 -0.0036 1.7611
H 3.5151 -0.2016 0.0797
H 3.7655 -1.5166 1.2827
H 1.2986 -3.3908 -1.1050
H 2.7974 -3.4758 -0.0966
H 2.7150 -2.3167 -1.4667
H -0.5522 4.3573 0.2081
H -1.8301 3.2001 0.6565
H -1.1059 3.1318 -0.9552
H 0.0002 3.5956 2.7209
H 1.2251 2.3265 3.0276
H -0.5195 1.9218 3.0452
H 1.7538 4.0549 0.1817
H 2.4017 2.5690 -0.5249
H 2.6264 2.8824 1.1993
H 0.5684 -0.5364 -4.3109
H 0.1672 -1.7796 -3.0777
H 1.8753 -1.2685 -3.3247
H 2.5273 0.8682 -3.5099
H 3.0616 0.8841 -1.8176
H 2.2112 2.3149 -2.5330
H -0.4453 1.2690 -4.0675
H -0.2624 2.6030 -2.8756
H -1.5572 1.3646 -2.6792
C -1.5374 -2.8418 -2.0663
C -2.4651 -1.9141 -2.5776
C -2.7818 -1.9681 -3.9377
C -2.3003 -2.9802 -4.7775
C -1.3958 -3.9153 -4.2511
C -1.0821 -3.8777 -2.9039
O -1.3966 -3.0792 -0.7062
H -1.1033 -2.2444 -0.3261
H -2.9978 -1.2343 -1.8598
H -3.4648 -1.2564 -4.3732
H -2.5386 -2.9720 -5.8139
H -0.8727 -4.6500 -4.8775
H -0.5062 -4.7149 -2.4050
C -3.2776 -1.2540 3.6807
C -3.6248 -1.4484 2.3445
C -2.6857 -1.2347 1.3354
N -1.4156 -0.8416 1.6134
C -1.0765 -0.5913 2.9023
C -1.9587 -0.8463 3.9739
H -4.0029 -1.2909 4.4911
H -4.6688 -1.6490 2.0827
H -3.0306 -1.3034 0.2911
H -0.1121 -0.0582 3.0424
H -1.5931 -0.5238 4.9627
```

⟨S²⟩: 2.285
Kohn-Sham gap (alpha / beta) in eV: 3.47 / 2.92
Spin multiplicity: 3
Net charge: +4



Entry 4:
ORCA calculation (the ωB97M-V functional and the def2-TZVPD basis) on a gas-phase ion, C22H42NO3 (charge +1).

XYZ file:
```
68
C22H42NO3 the ωB97M-V functional and the def2-TZVPD basis
C -10.2665 -1.8627 0.9046
C -9.4014 -1.1557 -0.1310
C -8.0556 -0.7317 0.4528
C -7.1839 -0.0225 -0.5813
C -5.8402 0.3985 0.0104
C -4.9782 1.0977 -1.0341
O -3.7440 1.5761 -0.4599
C -2.7410 0.7394 -0.3726
O -2.7083 -0.3959 -0.7624
C -1.5668 1.4541 0.3350
N -0.2684 0.7397 0.2979
C -0.3702 -0.5304 1.0435
C 0.1058 0.4472 -1.1032
C 0.7616 1.6389 0.9081
C 2.0464 0.9510 1.3855
O 2.5724 0.1401 0.3695
C 3.8268 -0.4814 0.6626
C 3.9372 -1.7810 -0.1609
C 5.2464 -1.5997 -0.9363
C 4.9773 -0.5625 -2.0316
C 4.8192 0.7456 -1.2333
C 5.0780 0.3225 0.2250
C 5.4687 1.4694 1.1398
C 6.1225 -0.8160 0.0604
C 7.4603 -0.3635 -0.5255
C 6.4515 -1.5844 1.3409
H -11.2181 -2.1555 0.4691
H -9.7688 -2.7568 1.2731
H -10.4639 -1.2074 1.7499
H -9.2325 -1.8223 -0.9793
H -9.9273 -0.2737 -0.5023
H -7.5313 -1.6149 0.8244
H -8.2262 -0.0655 1.3013
H -7.0132 -0.6896 -1.4286
H -7.7088 0.8597 -0.9528
H -5.3121 -0.4839 0.3790
H -6.0033 1.0764 0.8508
H -4.7445 0.4173 -1.8575
H -5.4708 1.9928 -1.4153
H -1.8732 1.6018 1.3746
H -1.4600 2.4386 -0.1267
H 0.5575 -1.0868 0.9324
H -1.1852 -1.1243 0.6342
H -0.5595 -0.3342 2.0971
H 1.1232 0.0615 -1.1184
H -0.5756 -0.2914 -1.5192
H 0.0567 1.3556 -1.7007
H 0.3247 2.1416 1.7731
H 1.0202 2.3899 0.1596
H 1.8596 0.3529 2.2912
H 2.7463 1.7502 1.6624
H 3.8547 -0.6786 1.7411
H 3.9579 -2.6626 0.4768
H 3.0841 -1.8719 -0.8332
H 5.6650 -2.5336 -1.3042
H 5.8084 -0.5105 -2.7319
H 4.0819 -0.8084 -2.6021
H 5.5322 1.5064 -1.5455
H 3.8205 1.1689 -1.3386
H 6.4684 1.8143 0.8890
H 5.4660 1.1574 2.1823
H 4.7913 2.3139 1.0230
H 7.3546 0.3345 -1.3473
H 8.0056 -1.2322 -0.8873
H 8.0643 0.1105 0.2447
H 5.5840 -2.0224 1.8218
H 7.1431 -2.3900 1.1055
H 6.9387 -0.9244 2.0549
```

SMILES: CCCCCCOC(=O)C[N+](C)(C)CCO[C@H]1C[C@H]2CC[C@]1(C)C2(C)C
Kohn-Sham gap in eV: 10.20
Relative energy (zero: lowest compared OMol25 entry of this formula, charge and spin) in kcal per mole: 2.6
Spin multiplicity: 1
Net charge: +1



Entry 5:
ORCA calculation (the ωB97M-V functional and the def2-TZVPD basis) on a molecular structure, C22H43Cl16O3PSi2.

XYZ file:
```
87
C22H43Cl16O3PSi2 the ωB97M-V functional and the def2-TZVPD basis
C 3.0955 1.6005 2.0460
C 4.4750 2.1819 1.7474
C 5.0992 1.7480 0.4177
C 4.9157 0.2681 0.0263
C 5.1965 -0.7673 1.1182
C 4.3821 -2.0711 0.9868
C 2.8721 -1.8844 0.7389
C 1.9588 -2.6311 1.7456
C 0.6486 -1.8539 2.0001
C -0.6183 -2.7392 1.9602
C -1.6816 -2.3591 3.0223
C -3.1116 -2.4113 2.4473
Si -3.6619 -0.8597 1.5211
Cl -1.9914 0.3746 1.4219
O -4.2315 -1.3869 0.0346
Si -3.6227 -0.7522 -1.3697
O -2.5583 -1.7882 -2.0877
C -1.1743 -1.3738 -2.0179
C -0.2594 -2.5348 -2.3710
C 1.0280 -1.9542 -2.9778
P -5.4418 -0.5798 -2.7182
O -5.6830 1.0736 -2.7534
Cl -4.8036 -1.0938 -4.6199
C -5.1216 -0.1227 2.4869
Cl -6.5832 -1.0302 1.9199
C -5.4448 1.3831 2.3764
C -4.8304 2.1537 1.2346
Cl -5.0752 2.1648 3.9612
H 3.1597 0.5881 2.4282
H 2.6458 2.1885 2.8438
H 2.4343 1.5752 1.1807
H 4.4528 3.2623 1.8232
H 5.1408 1.8448 2.5452
H 6.1515 2.0220 0.3805
H 4.6036 2.3437 -0.3580
H 3.9397 0.1617 -0.4282
H 5.6364 0.0761 -0.7685
H 5.0758 -0.3911 2.1293
H 6.2453 -1.0463 1.0271
H 4.4764 -2.5793 1.9467
H 4.8258 -2.7502 0.2645
H 2.6357 -2.2657 -0.2551
H 2.6009 -0.8354 0.7408
H 2.4945 -2.7196 2.6854
H 1.7492 -3.6067 1.3187
H 0.7170 -1.4484 3.0053
H 0.5195 -1.0602 1.2742
H -1.0608 -2.7823 0.9647
H -0.2953 -3.7540 2.1820
H -1.6269 -3.1339 3.7853
H -1.4508 -1.4238 3.5211
H -3.2140 -3.2795 1.8025
H -3.8034 -2.5606 3.2787
H -3.0763 0.6055 -1.2229
H -0.9714 -1.0561 -0.9916
H -0.9960 -0.5307 -2.6846
H -0.7872 -3.1792 -3.0647
H -0.0486 -3.0784 -1.4537
H 1.9085 -2.5252 -2.7019
H 1.1486 -0.9601 -2.5488
H 0.9188 -1.8630 -4.0535
H -5.2354 1.4295 -3.5428
H -5.0060 -0.3931 3.5289
H -6.5188 1.4709 2.2809
H -5.3916 3.0858 1.1595
H -4.9368 1.6581 0.2715
H -3.8098 2.4471 1.4437
C 4.8570 6.5076 2.1273
Cl 3.7017 5.6679 3.1646
Cl 6.3294 6.8940 3.0182
Cl 5.2295 5.5550 0.6874
H 4.4041 7.4359 1.8067
C -8.7859 3.0998 0.6671
Cl -9.6808 2.2949 1.9567
Cl -7.4939 4.1007 1.3404
Cl -8.1261 1.9246 -0.4701
H -9.4679 3.7454 0.1306
C 3.3228 1.8504 -3.5481
Cl 2.3013 1.2575 -2.2411
Cl 4.7643 2.6376 -2.9001
Cl 3.7564 0.5212 -4.6232
H 2.7574 2.5762 -4.1167
C 1.8503 -2.8901 -7.1171
Cl 1.8835 -4.4448 -6.2847
Cl 0.2266 -2.1990 -7.0828
Cl 3.0150 -1.7731 -6.4005
H 2.1266 -3.0529 -8.1500
```

Kohn-Sham gap in eV: 8.61
Spin multiplicity: 1
Net charge: 0



Entry 6:
ORCA calculation (the ωB97M-V functional and the def2-TZVPD basis) on 8 unconnected molecules or ions with the total composition C22H43Cl3O13.

XYZ file:
```
81
C22H43Cl3O13 the ωB97M-V functional and the def2-TZVPD basis
C -4.1474 0.8495 -2.7777
O -2.9332 0.8233 -3.4314
C -2.8904 1.0750 -4.7297
O -3.8658 1.3115 -5.4084
O -1.5532 1.2008 -5.1511
C -1.2701 1.7239 -6.4026
H -4.9481 0.3526 -3.3254
H -4.4961 1.8767 -2.6710
H -3.9887 0.4715 -1.7677
H -0.2929 1.3258 -6.6757
H -1.1552 2.7748 -6.1374
H -2.0153 1.6731 -7.1965
C -1.6169 -3.0619 5.0116
O -1.0534 -4.3284 5.3024
C -1.2580 -4.9152 6.5114
O -1.9493 -4.4440 7.3892
O -0.5547 -5.9999 6.4550
C -0.5352 -6.7714 7.5792
H -2.6899 -3.1917 5.1524
H -1.4604 -2.7301 3.9852
H -1.1816 -2.2635 5.6125
H -0.4085 -7.7387 7.0931
H -1.4801 -6.7000 8.1179
H 0.3259 -6.4588 8.1698
C 2.2102 3.4165 -1.9716
O 3.0746 2.4829 -2.5925
C 4.2001 2.7822 -3.0873
O 4.6442 3.9720 -3.0222
O 4.9164 1.7067 -3.1506
C 6.3514 1.8571 -2.9075
H 1.9072 4.1734 -2.6951
H 2.7461 3.7714 -1.0913
H 1.3429 2.8821 -1.5838
H 6.8763 0.9232 -3.1086
H 6.5974 2.1599 -1.8897
H 6.7836 2.4669 -3.7008
Cl -2.2685 1.9582 3.9023
C -2.5961 1.4424 5.5664
Cl -3.8555 2.4354 6.3182
Cl -1.2889 1.1687 6.5617
H -3.1027 0.4842 5.4505
C -0.4601 6.6061 2.1889
C -0.0920 5.1899 2.2604
C 0.3624 4.5046 0.9131
O -0.2235 4.4657 3.2342
H -1.1705 6.9327 1.4295
H 0.4366 7.1475 1.8873
H -0.8573 7.0258 3.1130
H -0.4527 4.3232 0.2125
H 0.5633 3.4584 1.1435
H 1.2148 4.9157 0.3721
C 2.9802 -0.5077 -5.3917
C 1.9232 0.4240 -4.8619
C 1.0576 -0.1398 -3.8041
O 1.7284 1.5311 -5.3032
H 3.5726 -0.9025 -4.5664
H 3.6297 -0.1202 -6.1767
H 2.6543 -1.4490 -5.8344
H 0.5713 -1.0115 -4.2420
H 0.3951 0.6965 -3.5809
H 1.7802 -0.5231 -3.0837
C 0.3897 -4.9963 1.9841
C -0.4012 -5.7642 0.9556
C -1.1215 -4.9149 -0.0934
O -0.4628 -6.9647 0.8409
H 0.5785 -5.6970 2.7974
H -0.1198 -4.0867 2.3023
H 1.2264 -4.6578 1.3730
H -0.4404 -4.5655 -0.8693
H -1.4501 -4.0745 0.5180
H -2.0419 -5.3634 -0.4671
C -0.5686 0.9562 -0.6925
C -0.0625 0.0493 0.4235
C -1.1832 -0.6348 1.2440
O 1.1683 -0.0465 0.6279
H 0.1884 1.3011 -1.3968
H -0.9517 1.9177 -0.3505
H -1.3048 0.4337 -1.3033
H -1.6516 -1.4046 0.6308
H -1.8655 0.0469 1.7517
H -0.6595 -1.0388 2.1105
```

SMILES: COC(=O)OC.COC(=O)OC.COC(=O)OC.ClC(Cl)Cl.CC(C)=O.CC(C)=O.CC(C)=O.CC(C)=O
Kohn-Sham gap in eV: 9.70
Spin multiplicity: 1
Net charge: 0



no.,E_tot (Ha),strongest force on any atom (hartree/bohr)
1,-2383.673308,0.053
2,-5611.867454,0.179
3,-2083.995407,0.101
4,-1143.734672,0.024
5,-9373.384514,0.037
6,-3222.630751,0.149